Entry 1:
ORCA calculation (the ωB97M-V functional and the def2-TZVPD basis) on a molecular structure, C36H56BaN6SbSi4 in a non-equilibrium geometry.

Structure (XYZ):
```
104
C36H56BaN6SbSi4 (the ωB97M-V functional and the def2-TZVPD basis)
Ba -1.18259 0.11710 0.55427
C 0.50203 -3.28562 -1.21408
C -0.91355 -3.35228 -0.73294
C -1.53355 -4.55055 -0.40442
C -2.84632 -4.53632 0.03178
C -3.52366 -3.32838 0.10849
C -2.84829 -2.16729 -0.24608
N -1.57494 -2.18882 -0.64442
Sb -4.21846 -0.48244 -0.31145
C -4.11354 -0.29135 1.85867
C -5.30485 -0.04095 2.52499
C -5.30410 -0.02947 3.91491
C -4.12182 -0.28274 4.58664
C -2.95891 -0.52127 3.86096
C -1.64289 -0.78519 4.52548
N -2.96321 -0.51416 2.52133
C -3.41378 1.50724 -0.60303
C -4.33083 2.48970 -0.24471
C -4.05538 3.80647 -0.57990
C -2.89134 4.09576 -1.26965
C -2.00695 3.06935 -1.57692
C -0.72257 3.31322 -2.30602
N -2.27283 1.79982 -1.23328
H 1.07244 -4.15729 -0.89985
H 0.51111 -3.23787 -2.30515
H 0.99138 -2.38703 -0.83519
H -0.98346 -5.47856 -0.47791
H -3.33978 -5.45925 0.30770
H -4.55495 -3.29453 0.43866
H -6.22029 0.12008 1.96939
H -6.21673 0.15806 4.46592
H -4.08959 -0.30161 5.66735
H -1.77147 -1.08833 5.56269
H -1.10006 -1.56623 3.99353
H -1.02469 0.11464 4.51156
H -5.24428 2.23254 0.27781
H -4.74325 4.59830 -0.31331
H -2.65535 5.11191 -1.55432
H -0.49411 4.37446 -2.37397
H 0.09911 2.81126 -1.79570
H -0.79075 2.90640 -3.31704
N -2.36611 -1.14836 -4.72019
C -3.69418 -1.44925 -4.88636
C -4.28641 -1.14844 -3.69869
N -3.34170 -0.67266 -2.81596
C -2.19878 -0.68793 -3.46674
H -1.62934 -1.23073 -5.40570
H -4.09092 -1.83306 -5.80875
H -5.32308 -1.24207 -3.42086
H -1.23965 -0.38104 -3.07916
N 1.32351 0.11398 -3.25055
C 1.12241 -0.39690 -4.54063
C 0.55540 0.39989 -5.53487
C 0.29144 -0.12441 -6.79268
C 0.57154 -1.45456 -7.07666
C 1.14981 -2.24658 -6.09098
C 1.42900 -1.72574 -4.83814
H 2.11119 -0.28988 -2.76346
H 1.40697 1.11957 -3.24171
H 0.33209 1.43974 -5.32340
H -0.13275 0.51557 -7.55586
H 0.36992 -1.86055 -8.05833
H 1.40059 -3.27763 -6.30467
H 1.90895 -2.34175 -4.08698
C 5.29782 1.49967 0.90001
Si 3.65752 0.92472 0.17889
C 4.01840 -0.68613 -0.76209
C 3.20833 2.26051 -1.09426
Si 1.89432 0.56723 1.65646
Si 1.95784 2.45360 3.02837
C 3.42245 2.54899 4.20572
C 1.95363 4.01846 1.96920
C 0.39971 2.56517 4.10377
Si 2.66424 -1.19430 2.98739
C 2.09753 -2.82808 2.20666
C 1.96302 -1.15036 4.74692
C 4.53352 -1.31965 3.17513
H 6.06337 1.52339 0.11861
H 5.65398 0.85192 1.70076
H 5.20786 2.51129 1.30309
H 4.56539 -0.49605 -1.69122
H 3.11074 -1.24971 -0.99233
H 4.64200 -1.34587 -0.15353
H 3.77874 2.14748 -2.02104
H 3.43402 3.25059 -0.69311
H 2.14476 2.25201 -1.33041
H 4.37179 2.45123 3.67544
H 3.37624 1.74567 4.94540
H 3.43204 3.49902 4.74701
H 2.87928 4.11838 1.39888
H 1.85105 4.91047 2.59300
H 1.12583 4.01243 1.25367
H 0.35221 1.74547 4.82395
H -0.51729 2.54440 3.50461
H 0.39503 3.49905 4.67285
H 1.01774 -2.82841 2.02171
H 2.32780 -3.68425 2.84686
H 2.59871 -2.98565 1.24722
H 1.00268 -1.66522 4.81555
H 1.82583 -0.13325 5.11783
H 2.65160 -1.65701 5.42798
H 5.05205 -1.39582 2.21808
H 4.78390 -2.20787 3.76277
H 4.93145 -0.44951 3.70271
```

Properties
Total charge = +1
Frontier orbital gap = 0.219 Eh
DFT total energy = -3157.56567 a.u.
HOMO level = -0.3164 Ha
Lowest unoccupied orbital energy = -0.097 hartree

---

Entry 2:
ORCA calculation (the ωB97M-V functional and the def2-TZVPD basis) on 8 unconnected molecules or ions with the total composition C36H56O16 in a non-equilibrium geometry.

Structure (XYZ):
```
108
C36H56O16 (the ωB97M-V functional and the def2-TZVPD basis)
O -0.59703 -3.31871 -4.12951
C -1.66410 -3.72529 -3.68793
O -1.86758 -4.47204 -2.58968
C -0.66005 -4.66062 -1.83857
C -0.76492 -6.02096 -1.19593
C -3.02909 -3.40377 -4.26378
H -0.71890 -3.83984 -1.01898
H 0.23070 -4.56048 -2.42113
H 0.09826 -6.11830 -0.49059
H -0.70265 -6.77234 -1.94387
H -1.70008 -6.29639 -0.55963
H -2.99406 -2.65338 -5.07093
H -3.57951 -2.89661 -3.44555
H -3.59119 -4.31843 -4.59149
O 1.27565 2.67392 6.72177
C 0.61614 2.94261 5.70931
O 0.37020 4.14572 5.21399
C 0.73567 5.28896 6.07387
C 0.85325 6.49141 5.15832
C -0.03553 1.94213 4.72680
H 1.63951 5.02150 6.57571
H -0.00769 5.40038 6.86665
H 0.94080 7.46609 5.69986
H 0.00012 6.48754 4.50138
H 1.81704 6.48228 4.54004
H -0.02038 2.20835 3.68648
H -1.07621 1.91253 4.95890
H 0.33786 0.92830 4.83426
O -3.55804 1.01899 -1.56904
C -2.48859 0.91638 -1.08827
O -1.43203 0.38545 -1.78623
C -1.90663 -0.20136 -3.07549
C -1.74040 0.78721 -4.15798
C -2.16636 1.17547 0.39442
H -2.88597 -0.66294 -2.92645
H -1.13639 -0.99949 -3.13343
H -1.99928 0.41154 -5.13804
H -0.66879 0.98089 -4.19494
H -2.28355 1.72959 -4.02529
H -2.58773 0.31547 0.97662
H -2.81439 1.99786 0.72390
H -1.13710 1.39597 0.63137
O 2.41936 -2.42098 -1.21270
C 3.39765 -2.19088 -1.89183
O 3.48685 -1.00294 -2.59519
C 2.41025 -0.07132 -2.48166
C 2.92732 1.30818 -2.95930
C 4.58863 -3.03435 -2.00851
H 2.14356 -0.12480 -1.39286
H 1.53740 -0.50416 -3.03061
H 3.87703 1.68048 -2.52832
H 2.25554 2.10124 -2.66272
H 3.00261 1.34791 -4.04921
H 5.48596 -2.54584 -2.37982
H 4.34470 -3.69110 -2.81043
H 4.92735 -3.52989 -1.11704
O 1.23555 1.79258 1.57555
C 1.97233 1.22161 2.29991
O 1.94698 -0.11986 2.56960
C 0.87900 -0.84100 1.76953
C -0.10204 -1.40819 2.77167
C 2.96252 1.90921 3.18282
H 1.38814 -1.67554 1.27620
H 0.40372 -0.26584 1.00632
H -0.83631 -2.03555 2.19205
H -0.71696 -0.56304 3.16603
H 0.43689 -1.85594 3.62529
H 4.01919 1.70245 2.95772
H 2.84152 1.60535 4.20524
H 2.76997 2.96476 2.97264
O -1.24585 4.83415 -0.91257
C -0.82410 4.65779 -2.03940
O -1.37773 5.10790 -3.14837
C -2.51724 5.97685 -3.01880
C -3.80440 5.16647 -3.02292
C 0.24357 3.71168 -2.39071
H -2.51463 6.77585 -3.80426
H -2.45225 6.48881 -2.02249
H -4.14198 4.97715 -4.06434
H -4.57963 5.78739 -2.61776
H -3.66737 4.27565 -2.46002
H 0.85112 4.01307 -3.26070
H -0.30441 2.71582 -2.52412
H 0.91037 3.54239 -1.55173
C -5.13731 -4.80517 -0.84995
C -4.14672 -4.26436 -0.16614
C -3.86071 -2.79631 -0.27249
O -2.84737 -2.31875 0.22600
C -4.87129 -1.93409 -0.93375
C -5.91989 -2.45269 -1.62775
C -6.09888 -3.94349 -1.69818
O -6.99045 -4.43408 -2.34028
H -5.28845 -5.87045 -0.84927
H -3.53534 -4.77915 0.55368
H -4.76885 -0.84438 -0.76076
H -6.62291 -1.78682 -2.15621
C 4.08610 -2.78914 3.18539
C 4.24656 -1.75826 3.99562
C 5.38260 -0.82328 3.92356
O 5.53972 0.10604 4.72277
C 6.33486 -1.08296 2.75360
C 6.12348 -2.09762 1.87159
C 4.99979 -3.04280 2.05326
O 4.87921 -4.02449 1.35837
H 3.25841 -3.51771 3.26615
H 3.45676 -1.45821 4.69364
H 7.21473 -0.41695 2.71752
H 6.88479 -2.23400 1.07054
```

Properties
Frontier orbital gap = 0.317 Eh
DFT total energy = -2609.12184 a.u.
HOMO level = -0.3761 Ha
SMILES = O=C1C=CC(=O)C=C1.O=C1C=CC(=O)C=C1.CCOC(C)=O.CCOC(C)=O.CCOC(C)=O.CCOC(C)=O.CCOC(C)=O.CCOC(C)=O
Lowest unoccupied orbital energy = -0.059 hartree

---

Entry 3:
ORCA calculation (the ωB97M-V functional and the def2-TZVPD basis) on a molecular structure, C36H57AsBCsF6N8OS4SbSi2 in a non-equilibrium geometry.

Structure (XYZ):
```
118
C36H57AsBCsF6N8OS4SbSi2 (the ωB97M-V functional and the def2-TZVPD basis)
Cs -2.91828 -0.06746 -1.15614
C 0.75347 -7.07644 0.25899
C 0.38588 -5.65425 -0.18298
C 1.11894 -5.27435 -1.47174
C -1.11322 -5.62209 -0.46348
N 0.84802 -4.71964 0.88056
C 2.19327 -4.72722 1.23689
C 2.38018 -3.74885 2.12987
N 1.17430 -3.11903 2.34924
B 1.16174 -1.92468 3.33412
N 1.93035 -0.70083 2.75589
C 2.36885 0.22950 3.67118
C 3.09509 1.15065 3.03080
N 3.12211 0.79640 1.68256
C 2.36760 -0.34976 1.51695
S 2.02662 -1.16187 0.07225
C 3.90730 1.63486 0.74569
C 3.21993 3.00058 0.65184
C 5.32719 1.77283 1.31637
C 4.04720 1.06071 -0.66076
N -0.26091 -1.58238 3.83076
C -0.90251 -2.53008 4.59906
C -2.15771 -2.11903 4.81203
N -2.31883 -0.90170 4.16009
C -1.12166 -0.55858 3.58423
S -0.71089 0.89196 2.80589
C -3.67850 -0.28151 4.13869
C -4.03886 0.08320 5.58242
C -3.79309 0.97495 3.28479
C -4.65109 -1.32357 3.57505
C 0.21702 -3.70798 1.57702
S -1.41893 -3.30797 1.55896
H 0.37591 -7.78958 -0.47575
H 0.29222 -7.29780 1.22289
H 1.83120 -7.21877 0.34845
H 0.75427 -5.87453 -2.30737
H 2.19911 -5.40785 -1.38300
H 0.91903 -4.22810 -1.69495
H -1.31992 -6.37530 -1.22877
H -1.43590 -4.65719 -0.84213
H -1.69539 -5.84531 0.42644
H 2.90520 -5.40750 0.80917
H 3.27901 -3.42045 2.62152
H 1.79888 -2.27391 4.31504
H 2.10034 0.15420 4.70957
H 3.57104 2.03286 3.41436
H 3.08801 3.45383 1.63503
H 2.23373 2.88367 0.19894
H 3.81143 3.67809 0.03145
H 5.34445 2.30669 2.26596
H 5.95413 2.31666 0.60769
H 5.75816 0.78224 1.46900
H 3.08347 0.96238 -1.14988
H 4.51512 0.07854 -0.64525
H 4.67466 1.74922 -1.23534
H -0.40447 -3.43552 4.89751
H -2.95632 -2.60697 5.33696
H -3.33056 0.82000 5.96663
H -4.02060 -0.78985 6.23739
H -5.04126 0.51356 5.60842
H -3.12745 1.75999 3.63079
H -4.82852 1.31807 3.34716
H -3.57564 0.76984 2.23986
H -4.79807 -2.16151 4.25910
H -4.26796 -1.71021 2.63003
H -5.61939 -0.86122 3.37688
S -7.62828 0.54771 1.78297
C -6.20547 0.61186 0.95339
N -5.18647 0.67075 0.38417
O -1.30888 0.40446 -3.21049
N -0.05443 0.65120 -3.38497
F -1.54500 -2.12268 -2.17207
Sb -2.70309 -2.50818 -3.64351
F -3.45731 -3.74540 -2.42066
F -3.96703 -1.19668 -3.08657
F -3.92594 -3.30713 -4.86683
F -2.26667 -1.39511 -5.11059
F -1.38161 -3.74389 -4.23065
C 0.60340 3.26795 -5.61357
Si 0.53200 3.78407 -3.80148
C -1.01920 4.84049 -3.58323
C 2.00000 4.92527 -3.45582
As 0.81433 1.95238 -2.29020
Si 1.05380 -0.46867 -4.26517
C 0.58065 -0.70792 -6.05481
C 1.32066 -2.06795 -3.36401
C 2.71815 0.43331 -4.25665
H 0.28110 4.09286 -6.25259
H -0.06336 2.42139 -5.79465
H 1.60758 2.97194 -5.92266
H -0.74750 5.89411 -3.48707
H -1.57150 4.55401 -2.68704
H -1.69217 4.73369 -4.43552
H 1.99244 5.80076 -4.10901
H 2.94852 4.39979 -3.59113
H 1.96117 5.27236 -2.41947
H -0.40192 -1.16585 -6.14847
H 1.31504 -1.38227 -6.50415
H 0.57923 0.22770 -6.61730
H 0.51406 -2.77272 -3.56053
H 1.36639 -1.88960 -2.28671
H 2.25865 -2.53197 -3.67933
H 2.64583 1.48891 -4.52842
H 3.38811 -0.05064 -4.97190
H 3.17842 0.37212 -3.26825
C -0.42806 2.67281 -1.08478
C -0.73173 3.42263 -0.18490
C -0.98651 4.40216 0.83043
C -1.24274 5.72205 0.44615
C -1.32980 6.72137 1.39993
C -1.16096 6.41364 2.74476
C -0.91451 5.10321 3.12944
C -0.83525 4.09504 2.18234
H -1.35883 5.95694 -0.60407
H -1.52107 7.74351 1.09777
H -1.22656 7.19734 3.48945
H -0.77344 4.86147 4.17498
H -0.65272 3.07076 2.48254
```

Properties
Total charge = -2
Multiplicity = 2
Frontier orbital gap (spin up / spin down) = 0.209 / 0.209 Eh
DFT total energy = -7211.59086 a.u.
⟨S²⟩ = 0.755
HOMO level (spin up / spin down) = -0.0826 / -0.0826 Ha
Lowest unoccupied orbital energy (spin up / spin down) = 0.127 / 0.126 hartree

---

Entry 4:
ORCA calculation (the ωB97M-V functional and the def2-TZVPD basis) on a molecular structure, C36H57BMnN6Te in a non-equilibrium geometry.

Structure (XYZ):
```
102
C36H57BMnN6Te (the ωB97M-V functional and the def2-TZVPD basis)
Mn 0.02865 -0.78726 -0.73385
C 3.55824 -3.21244 -3.35834
C 2.42287 -2.78968 -2.42618
C 1.18773 -2.37395 -3.22820
C 2.85850 -1.70027 -1.48982
C 4.14267 -1.33453 -1.12258
C 4.00697 -0.33240 -0.16026
C 5.09654 0.39919 0.55782
C 5.53183 -0.40231 1.79294
C 6.28345 0.65768 -0.37287
N 2.69648 -0.11108 0.01904
N 1.98790 -0.93255 -0.80496
B 1.94908 0.83426 1.01043
N 0.99630 -0.08344 1.84502
N 0.30579 -0.99269 1.11910
C -0.15521 -1.95831 1.91809
C 0.21334 -1.64489 3.21588
C 0.93614 -0.44972 3.14453
C 1.40888 0.32179 4.34064
C 0.59710 1.62037 4.46143
C 2.91645 0.57971 4.41993
C -0.82154 -3.16355 1.34357
C -0.70706 -3.10969 -0.18283
C -2.27359 -3.32640 1.80668
N 1.09821 1.74453 0.10074
N 0.19719 1.13879 -0.70867
C -0.31832 2.06329 -1.54425
C 0.28626 3.27644 -1.26648
C 1.18237 3.04379 -0.21718
C 2.14533 4.01018 0.40556
C 1.74940 4.35974 1.84799
C 2.26046 5.27770 -0.44180
C -1.32470 1.70191 -2.59396
C -1.57057 2.85142 -3.56502
C -0.88084 0.42524 -3.31121
H 3.19940 -3.96828 -4.05500
H 4.38904 -3.63796 -2.79744
H 3.92464 -2.35913 -3.93064
H 2.15589 -3.65561 -1.80908
H 1.40640 -1.49646 -3.83793
H 0.33462 -2.14579 -2.56779
H 0.86721 -3.18239 -3.88317
H 5.06606 -1.73610 -1.50023
H 4.70385 1.36147 0.89282
H 6.00121 -1.34002 1.49275
H 4.68056 -0.62967 2.43493
H 6.25665 0.17019 2.37126
H 6.79448 -0.27133 -0.62711
H 7.00412 1.30547 0.12461
H 5.96717 1.14782 -1.29420
H 2.69713 1.44669 1.68145
H -0.00658 -2.20649 4.10870
H 1.15606 -0.30696 5.19603
H 0.68714 2.22449 3.55938
H 0.96611 2.20013 5.30708
H -0.45924 1.40760 4.62977
H 3.26323 1.25883 3.64346
H 3.47505 -0.35401 4.34911
H 3.14288 1.03217 5.38464
H -0.25886 -4.03012 1.69959
H -1.29699 -2.25690 -0.58527
H -1.14002 -3.99478 -0.64604
H 0.34496 -3.06796 -0.48999
H -2.90374 -2.51750 1.43008
H -2.33785 -3.32886 2.89404
H -2.67778 -4.26956 1.43982
H 0.10136 4.21417 -1.75866
H 3.12616 3.52406 0.42995
H 0.69207 4.62398 1.90784
H 2.32971 5.21746 2.18582
H 1.94358 3.53026 2.52531
H 1.32849 5.84503 -0.42379
H 2.51320 5.04408 -1.47633
H 3.04447 5.91518 -0.03730
H -2.27027 1.47634 -2.08411
H -0.64806 3.13785 -4.07215
H -1.96561 3.72100 -3.04095
H -2.29659 2.55405 -4.32055
H 0.08228 0.56517 -3.80243
H -1.61217 0.10939 -4.05373
H -0.78573 -0.41368 -2.59097
C -8.60500 -1.44526 -1.18419
C -7.19085 -1.13701 -0.81489
C -6.87448 -0.60493 0.43187
C -5.57722 -0.29364 0.80095
C -5.35401 0.23435 2.19208
C -4.53960 -0.53108 -0.13305
Te -2.60036 0.09041 0.37702
C -4.83508 -1.09086 -1.39716
C -3.78895 -1.35898 -2.44773
C -6.14887 -1.37244 -1.71403
H -9.26736 -1.37367 -0.32475
H -8.68804 -2.44386 -1.61401
H -8.95743 -0.74442 -1.94468
H -7.67328 -0.42653 1.14226
H -6.16270 0.90357 2.48068
H -4.41443 0.77370 2.29056
H -5.34173 -0.59025 2.90833
H -2.79302 -1.46090 -2.01734
H -3.77032 -0.53821 -3.16978
H -4.01989 -2.27189 -2.99491
H -6.37532 -1.78231 -2.69176
```

Properties
Total charge = +2
Multiplicity = 4
Frontier orbital gap (spin up / spin down) = 0.228 / 0.231 Eh
DFT total energy = -3177.94004 a.u.
⟨S²⟩ = 3.808
HOMO level (spin up / spin down) = -0.4934 / -0.5106 Ha
Lowest unoccupied orbital energy (spin up / spin down) = -0.266 / -0.279 hartree

---

- Which formula does entry 3 have?
  C36H57AsBCsF6N8OS4SbSi2